[1]
7
Properties=species:S:1:pos:R:3:mulliken_charge:R:1 method="wB97M-V/def2-TZVPD" smiles="N#CP1C=C1" spin_multiplicity=1 relative_energy_ev=0.2052 e_homo_ev=-10.05 total_charge=0
N 2.569 1.115 -0.105 -0.35
C 1.796 0.273 0.033 0.30
P 0.584 -1.027 0.046 -0.08
C -0.983 -0.157 0.671 -0.39
C -0.890 -0.253 -0.647 -0.33
H -1.594 -0.027 1.436 0.43
H -1.482 0.076 -1.434 0.43



[2]
80
Properties=species:S:1:pos:R:3:mulliken_charge:R:1 method="wB97M-V/def2-TZVPD" spin_multiplicity=1 relative_energy_ev=6.7192 e_homo_ev="-9.20 / -9.29" total_charge=+1
Ga -0.504 -2.440 -3.560 -0.58
C 1.928 0.607 1.220 0.40
C 1.437 1.763 0.555 0.56
C -0.132 1.106 2.097 0.88
C 0.958 0.209 2.175 0.52
C 0.164 2.073 1.107 0.45
C 3.261 -0.005 1.036 -1.56
H 3.621 0.086 0.007 0.28
H 3.236 -1.068 1.300 0.41
H 4.011 0.474 1.682 0.34
C 1.071 -0.929 3.101 -1.35
H 2.101 -1.275 3.179 0.45
H 0.464 -1.775 2.765 0.07
H 0.734 -0.663 4.108 0.38
C -1.339 1.070 2.945 -1.65
H -1.162 1.476 3.951 0.32
H -1.689 0.041 3.076 0.39
H -2.150 1.652 2.505 0.38
C -0.653 3.263 0.784 -1.64
H -0.465 4.079 1.498 0.32
H -1.723 3.033 0.836 0.37
H -0.434 3.650 -0.217 0.34
C 2.188 2.604 -0.398 -1.56
H 2.711 3.422 0.126 0.35
H 1.530 3.074 -1.142 0.33
H 2.953 2.030 -0.936 0.31
C 0.218 -2.900 -5.180 0.93
C 1.690 -2.509 -4.975 -0.67
C 2.258 -1.297 -5.750 -0.65
C 1.247 -0.364 -6.464 -1.05
C 0.207 0.095 -5.516 -1.46
C -1.202 -0.290 -5.321 0.86
C -1.644 -1.426 -6.302 -0.86
C -0.614 -2.549 -6.423 -1.41
H 2.998 -1.651 -6.483 0.33
H 0.920 -0.700 -7.467 0.38
H 2.843 -0.656 -5.072 0.13
H 0.026 -2.379 -7.302 0.34
H 0.183 -4.020 -5.101 0.84
H 2.384 -3.345 -5.221 0.62
H -1.182 -3.452 -6.684 0.43
H -2.663 -1.791 -6.035 0.45
H -1.823 0.606 -5.634 0.91
H -1.752 -0.984 -7.317 0.36
H 1.794 0.565 -6.694 0.49
H 0.347 1.154 -5.236 0.39
P 1.975 -2.379 -3.121 0.34
C 2.271 -4.125 -2.619 -1.18
C 2.968 -0.979 -2.430 -1.05
P -2.553 0.724 -2.592 0.42
C -1.567 -0.479 -3.743 -0.27
C -1.557 2.182 -3.035 -1.24
C -3.951 0.427 -3.692 -1.33
H 1.345 -4.448 -2.118 0.32
H 3.058 -4.151 -1.851 0.41
H 2.524 -4.854 -3.392 0.36
H 3.222 -0.147 -3.081 0.48
H 3.912 -1.318 -2.001 0.60
H 2.379 -0.613 -1.576 0.00
H -3.667 0.094 -4.721 0.34
H -4.555 1.330 -3.747 0.50
H -4.479 -0.443 -3.257 0.28
H -2.277 -1.370 -3.617 0.11
H -0.618 -0.326 -3.203 -0.37
H -1.929 3.009 -2.432 0.50
H -1.580 2.442 -4.096 0.43
H -0.522 1.981 -2.713 0.20
C -2.887 -3.672 -1.339 -1.33
Si -1.875 -2.331 -0.537 0.87
C -3.027 -1.071 0.268 -0.79
C -0.933 -3.035 0.933 -1.26
H -3.401 -4.199 -0.520 0.48
H -3.637 -3.252 -2.021 0.28
H -2.254 -4.379 -1.890 0.29
H -4.035 -1.508 0.294 0.41
H -2.726 -0.896 1.313 0.18
H -3.070 -0.108 -0.266 0.09
H -1.190 -4.101 1.029 0.48
H 0.155 -2.941 0.822 0.29
H -1.251 -2.538 1.863 0.31



[3]
43
Properties=species:S:1:pos:R:3:mulliken_charge:R:1 method="wB97M-V/def2-TZVPD" spin_multiplicity=1 relative_energy_ev=0.0746 e_homo_ev=-5.37 total_charge=-1
Y -0.994 -2.248 0.368 0.81
S 1.410 -1.363 1.148 -0.28
C 1.625 -2.954 1.814 0.90
S 0.214 -3.967 1.933 -0.58
C 2.866 -3.381 2.230 0.17
C 3.075 -4.686 2.787 -0.18
N 3.279 -5.729 3.231 -0.55
C 4.015 -2.527 2.137 0.05
N 4.949 -1.854 2.074 -0.55
F -4.783 -3.932 -0.043 -0.30
B -3.477 -3.620 0.157 0.46
F -2.736 -4.530 0.908 -0.32
F -3.321 -2.338 0.882 -0.38
F -2.746 -3.398 -1.048 -0.31
Cl -1.629 0.518 1.398 -0.16
C -0.182 1.436 1.696 1.79
C 0.045 1.881 2.981 -0.79
C 1.238 2.522 3.275 -0.44
C 2.184 2.717 2.285 -0.55
C 1.920 2.288 0.995 0.86
Cl 3.109 2.548 -0.239 -0.23
C 0.735 1.631 0.662 -2.61
N 0.511 1.124 -0.630 0.56
C -0.344 1.776 -1.543 1.11
C -0.907 3.015 -1.261 -0.73
C -1.766 3.620 -2.169 -0.78
C -2.058 3.001 -3.373 -0.73
C -1.499 1.758 -3.645 -0.91
C -0.654 1.128 -2.747 0.63
C -0.153 -0.270 -3.006 -1.14
C -0.611 -1.233 -1.926 1.46
O 0.021 -2.298 -1.687 -0.78
O -1.610 -0.908 -1.214 -0.59
H -0.687 1.683 3.752 0.45
H 1.438 2.852 4.286 0.37
H 3.130 3.195 2.501 0.43
H 1.335 0.708 -1.040 0.58
H -0.671 3.510 -0.327 0.43
H -2.199 4.584 -1.930 0.39
H -2.728 3.466 -4.085 0.37
H -1.748 1.248 -4.570 0.32
H 0.936 -0.339 -3.055 0.29
H -0.534 -0.636 -3.961 0.48



Record order is preserved below.
E: -511.52053; -3917.14749; -3186.63707 Ha